Record 1
25
Properties=species:S:1:pos:R:3 method="wB97M-V/def2-TZVPD" e_lumo_ev="-0.609 / -1.332" total_charge=0 largest_force_ev_per_a=3.638 e_tot_ev=-31811.6728 relative_energy_kj_mol=359.0 orbital_gap_ev="7.7 / 8.6" mol_weight_da=183.619
C -2.910 -2.799 0.248
O -2.819 0.212 -1.463
C -1.544 -2.157 -0.220
H 3.159 2.179 0.584
H 0.149 2.363 -1.980
H 0.010 3.327 -0.324
C 2.526 2.356 -0.342
H 3.066 1.898 -1.191
H -0.801 1.751 -0.716
H -3.407 -2.359 1.085
C 1.219 1.584 -0.157
C 0.094 2.386 -0.838
Cl -2.391 0.420 1.425
H -3.615 -2.645 -0.517
H -0.408 -2.069 1.765
H 0.379 -1.458 0.315
H 1.447 0.533 -1.819
H 0.158 -3.226 0.613
H -1.341 -2.494 -1.207
C -0.360 -2.279 0.722
H -2.843 -3.839 0.276
N 1.249 0.273 -0.831
P -1.825 -0.198 -0.408
H 2.372 3.457 -0.465
H 0.898 1.381 0.900



Record 2
30
Properties=species:S:1:pos:R:3 method="wB97M-V/def2-TZVPD" e_lumo_ev=-8.241 total_charge=+2 largest_force_ev_per_a=4.707 e_tot_ev=-24653.2016 relative_energy_kj_mol=45.1 orbital_gap_ev=4.0 mol_weight_da=232.206
F -3.344 3.089 0.422
O -1.753 1.838 1.270
C -2.228 3.928 3.293
H -3.042 4.105 2.659
N 0.761 2.003 -0.185
C 1.765 1.166 0.076
H 2.252 1.329 1.090
F -2.056 1.959 -0.945
H 0.785 3.779 0.980
H 1.755 1.298 -2.767
H 2.498 -1.793 -0.578
H 3.555 -0.714 0.240
H 3.587 -0.861 -1.718
N -0.421 -10.556 -1.741
N 2.171 0.377 -0.910
N 0.255 2.903 0.749
H -1.179 -10.957 -2.292
H 1.959 -0.213 -2.912
C 3.013 -0.830 -0.738
C -0.942 2.916 1.375
H -0.580 -10.633 -0.777
H -1.900 4.642 4.045
C 1.563 0.412 -2.191
O -1.164 3.811 2.291
H 0.510 -11.009 -1.824
H -2.159 2.955 3.729
F -3.494 0.963 0.239
H 0.074 1.693 -0.815
C -2.656 1.913 0.227
H 0.416 0.490 -2.291



Record 3
63
Properties=species:S:1:pos:R:3 method="wB97M-V/def2-TZVPD" e_lumo_ev=5.846 total_charge=-3 largest_force_ev_per_a=9.902 e_tot_ev=-171291.2021 relative_energy_kj_mol=362.4 orbital_gap_ev=8.5 mol_weight_da=909.629
S -12.554 5.297 16.218
H -6.540 5.727 12.852
N -12.997 6.725 16.478
O -7.114 11.707 15.982
H -9.127 5.466 13.145
H -9.989 10.025 9.275
O -6.459 8.478 13.517
O -13.307 6.191 13.779
C -8.950 10.182 11.080
O -7.713 13.702 17.734
O -9.352 11.269 17.897
N -8.355 13.747 15.008
O -11.456 12.096 10.255
F -12.039 14.356 11.056
S -12.943 11.047 12.417
H -8.878 6.435 14.603
H -3.965 8.208 14.129
O -13.682 4.342 16.243
H -8.778 11.238 10.871
H -9.892 10.042 11.610
F -7.843 11.918 13.701
O -8.275 8.657 17.748
F -14.297 10.872 13.194
O -10.648 13.081 12.452
O -7.844 9.506 11.690
Li -10.574 9.642 15.132
N -10.797 9.299 17.031
N -13.245 12.529 12.135
O -11.328 5.001 15.504
F -8.185 15.602 16.435
C -4.209 9.167 13.673
S -12.853 7.146 14.789
S -8.606 14.078 16.668
O -10.025 14.272 16.928
H -3.476 9.859 14.089
F -12.102 5.123 17.769
F -9.810 7.237 16.434
O -8.377 7.172 12.644
H -6.563 6.076 14.572
S -11.751 12.832 11.487
P -8.017 8.678 13.081
O -11.958 10.668 13.433
H -9.441 8.507 9.998
F -11.781 11.138 17.850
O -13.116 10.099 11.305
H -7.126 4.499 14.100
H -8.312 9.538 9.075
C -9.152 9.533 9.770
O -10.177 7.398 18.872
S -8.244 12.282 15.239
C -7.083 5.540 13.779
C -8.456 6.174 13.632
O -10.817 9.968 19.490
H -5.840 9.764 14.985
S -9.658 8.204 17.735
S -10.418 10.344 18.140
C -5.688 9.612 13.916
O -8.966 9.269 14.048
O -11.709 8.014 14.473
H -5.889 10.557 13.412
F -14.083 8.260 14.735
H -4.004 9.128 12.603
O -9.504 11.570 15.202